# 1
Formula: C3H8O3S2
Source: OMol25
Level of theory: ωB97M-V/def2-TZVPD

The geometry in XYZ format:
```
16
Properties=species:S:1:pos:R:3
C 2.252 0.901 -1.554
S 2.924 -0.262 -0.401
O 3.974 -1.032 -0.984
O 3.130 0.490 0.833
S 1.253 -1.551 0.398
O 0.663 -0.183 1.115
H 2.978 1.629 -1.654
H 2.181 0.503 -2.521
H 1.330 1.221 -1.132
H 1.554 0.168 1.364
C -2.408 -1.242 -0.285
C -2.133 -0.062 0.194
H -2.888 -1.989 0.414
H -1.867 -1.547 -1.205
H -2.351 0.278 1.156
H -1.768 0.621 -0.529
```

Results
Total energy ... -1141.0854 Ha
Lowest unoccupied orbital energy ... -0.334 eV
Kohn-Sham gap ... 9.18 eV
F_max ... 2.64 eV/Å
Energy relative to the best compared isomer or geometry (same formula, charge and spin) ... 87.9 kcal per mole
SMILES ... CS(=O)(=O)SO.C=C

# 2
Formula: C3H4LiO4Sr
Source: OMol25
Level of theory: ωB97M-V/def2-TZVPD

The geometry in XYZ format:
```
13
Properties=species:S:1:pos:R:3
O -0.532 0.710 -0.571
C -1.460 -0.056 0.141
C 0.768 0.532 -0.434
O -2.560 0.471 0.233
O -1.014 -1.103 0.643
C 1.668 -0.069 -1.228
Li -4.308 0.235 0.676
H 2.689 0.306 -1.286
H 1.282 -0.446 -2.175
Sr -1.577 -3.386 1.338
O 1.303 0.789 0.860
H 1.484 1.738 1.033
H 2.257 0.281 0.771
```

Results
Total energy ... -455.2977 Ha
Lowest unoccupied orbital energy (spin up / spin down) ... -6.985 / -7.058 eV
Kohn-Sham gap (spin up / spin down) ... 4.80 / 10.65 eV
Net charge ... +2
F_max ... 3.56 eV/Å
Energy relative to the best compared isomer or geometry (same formula, charge and spin) ... 29.0 kcal per mole
Multiplicity ... 2